# 1
Molecular formula: CHO2PS
Method: DFT, ωB97M-V with the def2-TZVPD basis set

Positions of all 6 atoms, in Å:
S 2.47537 1.66642 0.79828
C -1.15054 -0.42050 -0.14453
P 1.98819 0.23307 -0.32678
O -2.09820 -0.20700 0.56714
H -1.33128 -1.34179 -0.82073
O 0.11646 0.06981 -0.07338

Computed properties:
E_LUMO (eV): -2.04
Gap between HOMO and LUMO (eV): 8.049
Structure (SMILES): O=COP=S
Calculated total energy (Ha): -928.7018
Energy relative to the best compared isomer or geometry (same formula, charge and spin) (kJ/mol): 105.12
Spin multiplicity: 1
HOMO (hartree): -0.3707


# 2
Molecular formula: CHO2Yb
Method: DFT, ωB97M-V with the def2-TZVPD basis set

Positions of all 5 atoms, in Å:
C -0.64017 -0.08588 -0.29445
H -1.12973 -0.97899 0.39728
Yb 1.81577 0.84038 -0.06425
O -0.40844 1.11148 0.02622
O 0.36257 -0.88700 -0.06480

Computed properties:
E_LUMO (eV): -5.82
Gap between HOMO and LUMO (eV): 8.389
Calculated total energy (Ha): -1347.5440
Energy relative to the best compared isomer or geometry (same formula, charge and spin) (kJ/mol): 64.56
Spin multiplicity: 1
Charge: +1
HOMO (hartree): -0.5223


# 3
Molecular formula: CHO2Yb
Method: DFT, ωB97M-V with the def2-TZVPD basis set

Positions of all 5 atoms, in Å:
C 2.21224 -0.86719 -0.97005
Yb -0.73443 0.16250 0.79248
O -1.53562 1.22762 -0.79345
H -1.11907 1.63842 -1.54947
O 1.34994 -0.64338 -0.26486

Computed properties:
E_LUMO (spin up / spin down) (eV): -11.59 / -14.24
Gap between HOMO and LUMO (spin up / spin down) (eV): 10.735 / 7.199
Calculated total energy (Ha): -1347.1033
Energy relative to the best compared isomer or geometry (same formula, charge and spin) (kJ/mol): 0.00
Spin multiplicity: 2
Charge: +2
HOMO (spin up / spin down) (hartree): -0.8206 / -0.7878


# 4
Molecular formula: CHO3PS2
Method: DFT, ωB97M-V with the def2-TZVPD basis set

Positions of all 8 atoms, in Å:
C 2.30368 0.64222 -0.05677
H -0.12308 0.47772 0.91696
P 1.17589 -0.83588 0.44116
S 3.76602 0.45897 -0.77169
O 1.36886 -1.20904 2.30789
O -0.20687 -0.02905 0.15087
O 1.86224 1.68594 0.29677
S 1.22388 -2.37622 -0.76476

Computed properties:
E_LUMO (eV): 5.96
Gap between HOMO and LUMO (eV): 6.073
Structure (SMILES): [O-]C(=S)[P@@]([O-])(O)=S
Calculated total energy (Ha): -1402.1719
Energy relative to the best compared isomer or geometry (same formula, charge and spin) (kJ/mol): 238.45
Spin multiplicity: 1
Charge: -2
HOMO (hartree): -0.0041


| no. | M (g/mol) |
| --- | --- |
| 1 | 108.06 |
| 2 | 218.06 |
| 3 | 218.06 |
| 4 | 156.12 |